Record 1
ORCA calculation (ωB97M-V/def2-TZVPD) on a molecular structure, C25H30N5OS2Ti.

## Properties
highest occupied orbital energy: -16.71 eV
gap between HOMO and LUMO: 6.310 eV
LUMO level: -10.402 eV
net charge: +3
energy above the lowest of the compared OMol25 structures with the same formula, charge and spin: 3.47 kJ/mol

Last column: Löwdin charge in e.
Positions of all 64 atoms, in Å:
Ti -0.178631 -0.055897 -0.636978  1.2105
S 3.732442 -0.056584 -3.013317  1.2066
S -1.413318 -3.876705 -2.960850  1.1938
O 0.459897 0.124026 1.067037  -0.1789
N -2.907728 -2.538922 -1.212785  0.1615
N 1.464147 -0.044749 -1.821697  -0.0307
N 2.797991 1.857570 -1.386096  0.1604
N -0.740178 -1.705147 -1.737539  -0.0513
N -3.777445 -0.020555 -0.482446  -0.2787
C 0.331236 -2.075327 -2.592302  -0.3160
C 1.506294 0.043907 1.865267  -0.0444
C -0.882002 4.076794 -0.701167  -0.0258
C 1.509741 -1.213568 -2.612856  -0.3063
C -2.369980 1.817204 -1.468941  -0.2047
C 0.657391 -2.925904 1.416276  0.0004
C -3.208491 0.588760 -1.705784  -0.1284
C 5.336224 -4.028860 2.609428  0.0048
C 2.660967 -1.383857 -3.280240  -0.2716
C 2.027819 -2.411880 1.756534  -0.1472
C 4.279693 -2.996148 2.456357  -0.1633
C -1.073131 1.682999 -0.944699  -0.1973
C -2.133286 4.214606 -1.292330  0.0089
C 2.296517 -1.042293 2.148328  -0.0827
C 4.493955 -1.701281 2.946749  0.0354
C 3.541200 -0.722874 2.837384  -0.1442
C 3.826293 0.636897 3.407882  -0.0142
C -0.361134 2.808821 -0.502594  -0.1003
C 3.033245 -3.326930 1.882578  0.0332
C -2.895735 -0.048247 0.667748  -0.0793
C -5.083991 0.551018 -0.113360  -0.0255
C 0.133120 -3.195660 -3.298629  -0.2805
C -1.752379 -2.596569 -1.859528  -0.6347
C -2.878914 3.095179 -1.647410  0.0193
C 2.584923 0.677464 -1.982246  -0.6276
H 5.460480 -4.255977 3.673100  0.1236
H 5.433243 -1.477643 3.435886  0.1441
H 3.048453 0.946003 4.107695  0.1086
H 4.767671 0.617202 3.950145  0.1005
H -3.329211 -1.656084 -0.856004  0.0698
H 0.190257 -3.273043 2.342434  0.1236
H -3.569874 -3.286603 -1.370633  0.1351
H 6.298690 -3.645681 2.265808  0.1120
H -5.511689 -0.028985 0.702224  0.1026
H -5.000230 1.594786 0.205646  0.1032
H 0.719099 -3.781492 0.745112  0.1019
H 3.641730 2.367129 -1.609361  0.1334
H 2.855955 -4.358239 1.603566  0.1399
H -5.756659 0.488787 -0.965605  0.1034
H 0.562169 2.710563 0.061961  0.0949
H -2.599886 -0.161772 -2.221893  0.1012
H 3.916698 1.400816 2.634045  0.0997
H 2.944554 -2.192135 -3.933622  0.1075
H 5.099091 -4.950640 2.085696  0.0959
H 1.997318 2.437096 -1.170885  0.0858
H -2.012392 -0.705859 0.459187  0.0468
H 1.742284 0.999665 2.324654  0.1415
H -3.870673 3.222234 -2.064309  0.1385
H -0.337099 4.950592 -0.370476  0.1295
H 0.792969 -3.657719 -4.014419  0.1074
H -2.546948 5.202451 -1.444721  0.1350
H -2.548635 0.924657 1.022966  0.1105
H -4.032717 0.809091 -2.382434  0.1431
H -0.030048 -2.195815 0.998793  0.0338
H -3.383654 -0.568272 1.492871  0.1259

Forces on the atoms, in the same order (eV/Å):
Ti -0.464 0.692 -0.136
S 0.000 -0.030 -0.030
S 0.001 -0.008 -0.009
O 0.480 -0.414 -0.148
N 0.148 -0.244 -0.123
N -0.077 -0.142 -0.122
N -0.060 0.060 0.027
N 0.200 0.025 -0.082
N 0.054 0.115 0.047
C 0.092 -0.046 0.007
C -0.187 0.064 0.184
C -0.006 -0.003 -0.020
C 0.030 -0.116 0.084
C 0.009 0.075 0.008
C -0.054 0.007 -0.041
C 0.021 -0.022 -0.049
C -0.018 0.019 -0.008
C -0.022 0.070 0.003
C -0.003 0.002 0.029
C 0.012 -0.072 -0.022
C 0.032 -0.208 0.182
C 0.036 0.007 0.007
C -0.054 0.086 0.047
C -0.048 0.071 0.001
C 0.044 -0.042 -0.007
C 0.000 -0.014 0.008
C -0.010 0.033 0.024
C -0.001 0.016 0.037
C 0.080 0.005 -0.001
C -0.030 -0.026 -0.013
C -0.021 0.011 0.062
C -0.169 -0.057 0.140
C -0.012 -0.046 -0.022
C -0.028 0.092 0.039
H 0.002 -0.003 0.007
H 0.009 0.004 0.004
H 0.004 0.014 0.009
H -0.004 0.001 0.009
H -0.132 0.136 -0.044
H 0.016 -0.029 -0.006
H 0.028 0.000 -0.017
H 0.007 0.000 0.005
H 0.000 0.008 0.009
H -0.002 0.003 -0.007
H 0.001 0.004 0.002
H -0.006 -0.020 0.000
H -0.011 -0.004 -0.009
H -0.004 -0.003 0.004
H -0.020 -0.020 -0.001
H -0.025 0.002 0.017
H 0.002 0.003 -0.017
H 0.018 -0.018 -0.009
H 0.001 -0.002 -0.005
H 0.071 -0.051 -0.033
H -0.003 -0.012 -0.001
H 0.074 -0.003 -0.051
H -0.006 0.001 -0.002
H 0.002 0.003 0.001
H 0.015 -0.019 -0.004
H -0.008 0.010 0.000
H -0.019 0.009 0.021
H -0.010 0.009 0.045
H 0.051 0.009 -0.015
H -0.023 0.005 -0.015

=====

Record 2
ORCA calculation (ωB97M-V/def2-TZVPD) on a molecular structure, C25H31BN3O3Ti in a non-equilibrium geometry.

## Properties
highest occupied orbital energy (alpha / beta): -12.92 / -14.50 eV
spin multiplicity: 2
gap between HOMO and LUMO (alpha / beta): 6.482 / 7.461 eV
LUMO level (alpha / beta): -6.433 / -7.037 eV
net charge: +2
energy above the lowest of the compared OMol25 structures with the same formula, charge and spin: 161.13 kJ/mol

Last column: Mulliken spin population.
Positions of all 64 atoms, in Å:
Ti -0.106700 -0.364900 0.428500  0.6880
O -1.873200 -1.446000 0.488200  -0.0086
O 1.033700 -2.405800 -2.010900  0.0011
O 0.688500 -2.390600 0.233600  0.0396
N 0.618700 1.127200 -0.525100  -0.0970
N -1.471000 1.140600 0.657600  -0.0009
N 1.687700 -0.098600 1.302800  0.0084
C 1.962900 1.282600 -0.572700  0.1097
C 2.141400 -0.745100 2.384800  0.0426
C 2.595500 0.451200 0.437200  0.0307
C 1.531600 -4.729000 -2.454900  0.0001
C 2.203600 -4.152600 1.013400  0.0073
C -2.665200 2.684500 -0.755800  0.0034
C 2.509900 2.269400 -1.386800  -0.0444
C 3.242900 -3.150000 -1.543900  -0.0035
C -2.680400 -1.561000 -0.709500  0.0074
C 1.655600 3.102500 -2.105800  0.0881
C 3.969200 0.264000 0.609700  -0.0011
C -3.735100 2.658000 0.119600  0.0246
C -0.217600 2.036400 -1.081800  0.1092
C -2.485400 1.184600 1.529700  0.0402
C 4.417400 -0.418400 1.721800  0.0273
C 0.003200 -4.690000 -0.008000  0.0016
C -2.422400 -2.297900 1.521100  0.0160
C -3.600000 -3.036500 0.887000  -0.0007
C 0.277000 3.027400 -1.918000  -0.0466
C 1.770300 -3.561400 -1.510400  -0.0046
C -4.025500 -2.092300 -0.233700  0.0030
C -1.520500 1.949900 -0.442600  0.0288
C 1.202200 -3.737600 -0.055700  -0.0024
C 3.486800 -0.902500 2.646000  -0.0013
C -3.619400 1.940400 1.313500  -0.0024
B 0.510200 -1.721900 -1.004600  -0.0629
H 1.714100 -4.150300 1.986000  -0.0004
H 3.575500 2.421800 -1.444300  -0.0008
H -0.786200 -4.338800 -0.668900  0.0003
H -2.709800 3.265500 -1.664000  0.0015
H -4.646100 3.192800 -0.101700  0.0005
H 3.825100 -1.392000 3.543900  -0.0001
H -1.633100 -2.973100 1.873000  -0.0044
H 3.432800 -2.319700 -0.862700  0.0023
H 3.478200 -2.818800 -2.552800  -0.0001
H 1.377900 -1.143000 3.059200  -0.0007
H -2.730300 -0.575100 -1.190400  -0.0045
H 2.066900 3.870800 -2.743600  0.0029
H -4.568900 -2.614700 -1.014400  0.0002
H 1.928500 -4.460800 -3.429200  0.0001
H 2.047700 -5.611600 -2.093200  0.0000
H 3.067600 -3.497100 1.073000  -0.0005
H -2.210800 -2.273900 -1.402000  0.0024
H 2.542500 -5.165600 0.819100  0.0002
H 5.471300 -0.584600 1.880200  0.0004
H -4.396600 -3.217500 1.601200  0.0000
H -2.762500 -1.668000 2.355100  -0.0031
H 0.475600 -4.954700 -2.569800  -0.0001
H 0.291900 -5.689500 -0.313700  0.0000
H -4.645500 -1.281000 0.144000  0.0003
H -0.389200 3.744400 -2.372700  -0.0009
H -0.383600 -4.759800 1.007600  -0.0004
H -3.284600 -3.990800 0.468500  0.0002
H -4.403500 1.973300 2.052400  0.0002
H 4.663900 0.657000 -0.116400  0.0012
H 3.889200 -3.982300 -1.295800  -0.0001
H -2.360500 0.606300 2.445000  0.0027

Forces on the atoms, in the same order (eV/Å):
Ti -1.131 -1.947 1.577
O -0.617 -0.377 0.089
O -0.192 -0.036 -0.812
O 0.018 0.210 -0.079
N 1.035 1.987 -1.305
N -1.105 1.428 -0.433
N 1.780 0.260 0.268
C -0.567 0.579 -0.654
C -0.005 -0.175 0.318
C 0.555 -0.358 0.587
C -0.079 0.363 0.210
C -0.150 0.315 -0.168
C 0.334 -0.237 0.027
C -0.155 -0.230 0.094
C -0.415 0.087 -0.028
C -0.488 -0.037 -0.770
C -0.125 -0.088 0.123
C -0.518 0.158 -0.136
C 0.130 -0.291 0.282
C 0.818 0.008 -0.132
C -0.238 0.002 0.173
C -0.377 -0.201 0.218
C 0.161 0.377 0.022
C -0.164 -0.515 0.722
C 0.166 0.177 -0.050
C 0.015 -0.337 0.124
C 0.378 -0.061 0.108
C 0.265 0.118 0.101
C -0.785 0.149 0.434
C -0.102 -0.704 0.064
C 0.147 0.215 -0.205
C 0.074 0.130 -0.226
B 0.477 -0.717 -0.095
H -0.067 -0.043 0.046
H 0.121 -0.032 0.049
H -0.123 -0.033 -0.093
H 0.045 0.059 -0.059
H -0.014 0.119 -0.023
H -0.086 -0.119 0.108
H -0.126 0.193 -0.085
H 0.045 0.003 0.066
H 0.034 -0.012 -0.051
H 0.301 0.028 -0.189
H 0.047 -0.210 0.143
H 0.030 0.008 -0.031
H 0.000 0.067 -0.141
H 0.068 -0.059 -0.104
H 0.101 -0.185 0.013
H 0.064 0.052 -0.105
H 0.060 0.202 0.186
H 0.091 -0.131 -0.046
H 0.111 0.048 0.015
H 0.004 -0.052 0.098
H 0.154 -0.062 -0.215
H -0.059 -0.008 0.008
H 0.054 -0.116 -0.050
H -0.049 0.043 0.032
H 0.000 0.076 -0.019
H -0.015 0.065 0.051
H 0.058 -0.051 0.043
H -0.052 -0.056 0.082
H 0.028 0.076 -0.051
H 0.155 -0.150 0.113
H -0.121 0.029 -0.243

=====

Record 3
ORCA calculation (ωB97M-V/def2-TZVPD) on a molecular structure, C25H31Br2GdN5O4S3 in a non-equilibrium geometry.

## Properties
highest occupied orbital energy (alpha / beta): -9.91 / -9.91 eV
spin multiplicity: 8
gap between HOMO and LUMO (alpha / beta): 7.666 / 4.772 eV
LUMO level (alpha / beta): -2.248 / -5.141 eV
net charge: +1
energy above the lowest of the compared OMol25 structures with the same formula, charge and spin: 0.00 kJ/mol

Last column: Mulliken spin population.
Positions of all 71 atoms, in Å:
Gd 0.848259 -0.133099 -0.689083  6.5213
Br 2.181835 -3.213099 -1.692736  0.0013
Br 1.050143 -1.427304 -3.905477  0.0020
S 2.011822 1.835085 -2.039786  0.2642
S -0.841717 -3.941657 0.036700  -0.0005
S -3.534510 -3.214265 -0.986989  0.0004
O -0.897266 0.886617 -1.880895  0.0496
O -1.660480 3.108498 -3.211443  0.0010
O 0.190773 1.621222 0.971396  0.0785
O 3.205765 -0.302095 -0.395993  0.0156
N -2.488969 -0.796151 -1.653089  -0.0035
N 0.879835 -1.359068 1.632677  0.0203
N 0.573437 -3.327373 5.351884  0.0002
N 4.048816 0.709795 -0.652238  0.0266
N -1.463370 -1.562374 -1.053542  0.0512
C -1.888751 -2.726015 -0.703396  -0.0147
C 5.761195 2.831725 -1.051770  -0.0021
C -5.237540 3.017661 -3.317811  0.0002
C -3.929443 3.432680 -3.414074  0.0002
C 1.943584 -1.924328 2.266749  -0.0075
C 1.926585 -2.586951 3.482647  0.0000
C -3.307187 -4.917336 -0.387270  -0.0001
C -2.254120 -4.865078 0.689036  0.0001
C 0.848052 -3.149525 -3.067775  0.0021
C 3.644934 1.744168 -1.427702  -0.0099
C 0.821229 1.765406 2.279707  -0.0069
C -3.165791 1.310836 -2.515580  -0.0055
C -0.394520 -2.069731 3.529237  0.0011
C 2.313470 1.742537 2.149657  0.0016
C 0.696171 -2.686899 4.172985  0.0001
C -0.536476 3.996015 0.742693  0.0003
C -5.554882 1.755671 -2.810044  -0.0002
C -4.525101 0.920049 -2.387693  -0.0001
C -2.123957 0.396233 -1.972723  0.0239
C 5.271706 0.707458 -0.064511  -0.0010
C -0.273255 -1.467613 2.295262  -0.0022
C 4.522268 2.827138 -1.626506  0.0046
C -2.893988 2.586154 -3.034878  -0.0008
C -0.960064 2.545381 0.810607  0.0013
C 6.127202 1.756110 -0.228754  0.0029
H -6.023289 3.674561 -3.657485  0.0000
H 6.462745 3.647986 -1.250201  -0.0002
H 5.496255 -0.199879 0.495964  -0.0003
H -0.310862 -3.364202 5.843675  0.0000
H -4.753187 -0.081548 -2.054119  0.0001
H 0.169252 4.164376 -0.094194  -0.0003
H -1.417651 4.608548 0.490813  -0.0001
H 2.911369 -1.813612 1.754426  0.0000
H -0.134736 -3.212257 -2.610306  -0.0021
H 7.077025 1.663930 0.262430  0.0000
H 2.746025 1.972886 3.133839  -0.0003
H 4.129100 3.640894 -2.233647  -0.0016
H -1.944262 -5.879783 0.980731  0.0000
H -1.464718 2.237144 -0.132729  -0.0022
H -1.151278 -0.951512 1.868842  -0.0037
H 0.442935 0.974209 2.906598  0.0012
H 2.721398 0.764432 1.847558  -0.0010
H -4.247991 -5.263360 0.004882  0.0000
H 1.078927 -3.906167 -3.794402  0.0002
H -2.613355 -4.343617 1.584087  0.0000
H 1.332258 -3.829350 5.803497  0.0000
H -1.348782 -2.001810 4.056659  0.0000
H -2.999096 -5.500405 -1.233040  0.0000
H -0.133295 4.384643 1.657181  0.0000
H -3.707526 4.398425 -3.833809  -0.0001
H 2.620057 2.508019 1.437670  -0.0018
H -6.564255 1.380389 -2.799666  0.0000
H -1.008316 2.480481 -2.854396  -0.0017
H -1.628533 2.322252 1.626184  -0.0002
H 0.479709 2.721929 2.677742  -0.0017
H 2.848384 -3.024076 3.875738  0.0002

Forces on the atoms, in the same order (eV/Å):
Gd -0.666 -0.101 -0.013
Br 0.102 -0.216 0.551
Br -0.398 0.203 -0.147
S 0.623 0.024 -0.089
S -0.165 0.105 -0.067
S -0.388 0.046 0.017
O -0.114 -0.651 0.405
O 0.444 -0.251 0.172
O -0.289 0.312 -0.017
O 0.246 0.419 -0.073
N 0.360 -0.889 0.621
N 0.765 -0.520 0.437
N -0.150 -0.325 0.728
N -0.524 -0.078 -0.050
N 0.237 0.233 0.065
C 0.227 0.236 -0.171
C 0.591 0.181 0.079
C -0.174 -0.228 0.093
C -0.558 -0.254 -0.112
C 0.496 0.136 -0.466
C -0.288 0.077 -0.303
C 0.190 0.889 0.099
C 0.085 -0.485 0.473
C 0.192 0.489 0.016
C -0.532 0.387 0.233
C -0.545 0.249 -0.717
C -0.782 -0.247 0.594
C -0.595 0.090 0.560
C 0.477 -0.155 0.344
C 0.369 0.120 -0.734
C -0.359 0.141 -1.238
C 0.804 -0.434 0.074
C 0.095 0.634 -0.825
C 0.773 1.123 -0.809
C -0.312 -0.455 -0.032
C -0.466 0.508 0.408
C -0.482 -0.192 -0.220
C 0.198 0.112 0.102
C 0.369 -0.686 -0.934
C 0.001 -0.212 -0.220
H -0.110 0.077 -0.018
H -0.328 -0.281 0.216
H -0.119 0.378 -0.098
H 0.244 0.084 -0.321
H 0.098 0.034 0.197
H -0.190 -0.217 0.503
H 0.171 -0.262 0.180
H -0.525 -0.066 0.108
H 0.107 -0.105 -0.205
H 0.309 0.278 -0.002
H -0.016 0.019 -0.268
H 0.327 -0.149 0.126
H 0.137 0.374 -0.126
H 0.524 0.222 0.704
H 0.445 -0.433 0.080
H -0.087 -0.289 0.351
H -0.294 0.324 -0.028
H -0.391 -0.170 0.062
H -0.137 -0.267 -0.137
H -0.028 -0.127 -0.185
H -0.203 0.400 -0.451
H 0.178 -0.183 -0.272
H 0.141 -0.555 -0.279
H 0.294 0.156 0.458
H 0.241 0.147 0.008
H 0.163 0.019 -0.014
H -0.207 0.141 0.112
H -0.100 -0.089 0.018
H -0.323 0.113 0.424
H 0.172 -0.124 0.140
H -0.348 0.213 -0.120